No. 1
A molecular structure, C33H38BrF6N4O3PbS3Sb. Source: the OMol25 dataset; level of theory: wB97M-V/def2-TZVPD.

<S²>: 0.796
energy above the lowest of the compared OMol25 structures with the same formula, charge and spin: 0.0 kcal/mol
multiplicity: 2
M: 1157.745 g/mol
gap between HOMO and LUMO (spin up / spin down): 7.8 / 7.2 eV
electronic energy: -177587.746 eV
lowest unoccupied orbital energy (spin up / spin down): 0.0772 / 0.0387 Ha
HOMO level (spin up / spin down): -5.717 / -6.110 eV
net charge: -1

Structure (XYZ):
```
90
Properties=species:S:1:pos:R:3:lowdin_charge:R:1
Pb 0.23938 0.75611 0.81272 1.48
N 0.54169 1.03598 3.39593 -0.05
C 1.88963 0.88475 3.93377 -0.24
C 2.88568 1.57685 3.01933 -0.25
N 2.81182 1.00236 1.67436 -0.05
H 0.23173 1.99846 3.48597 0.02
H -0.15301 0.46057 3.85666 0.07
H 2.12010 -0.18277 4.00214 0.09
H 1.98698 1.31439 4.93752 0.12
H 3.88915 1.49678 3.45193 0.11
H 2.63431 2.63495 2.93976 0.10
H 3.22233 0.07466 1.64212 0.06
H 3.28758 1.59673 1.00489 0.07
Br -1.40516 3.75720 5.55921 0.70
C -2.20005 3.46037 3.84488 -0.76
C -2.62162 4.55701 3.11534 -0.13
C -3.18333 4.29801 1.87813 -0.06
C -3.31929 2.98695 1.45203 0.00
C -2.83616 1.97211 2.26315 -0.20
N -2.26680 2.21168 3.45186 0.10
C -2.93259 0.52059 1.82844 -0.64
O -4.04691 0.08432 1.56601 0.04
O -1.82308 -0.11337 1.76792 -0.23
H -2.47385 5.56169 3.47941 0.10
H -3.50098 5.12017 1.25048 0.11
H -3.77589 2.73832 0.50442 0.12
F 0.48990 3.88751 2.51008 -0.37
Sb 0.94307 5.05364 1.07148 1.35
F 1.46417 6.06728 -0.42662 -0.36
F -0.41865 6.27266 1.54168 -0.36
F -0.30889 4.11154 0.00964 -0.38
F 2.13150 5.98768 2.19874 -0.36
F 2.31344 3.79061 0.66957 -0.37
C -3.69143 -2.47775 -0.78448 -0.02
C -2.95040 -1.77293 -1.88626 -0.26
C -3.15932 -2.09975 -3.22543 -0.01
C -2.43843 -1.48503 -4.25333 -0.27
C -2.69583 -1.85306 -5.69300 -0.05
C -1.48842 -0.53682 -3.94033 0.01
C -1.22827 -0.16837 -2.58823 -0.27
C -2.00594 -0.81161 -1.58700 0.02
N -0.30825 0.70447 -2.14614 0.12
C 0.58729 1.44509 -3.03636 -0.61
C -0.19519 2.46307 -3.87490 -0.03
C 1.53274 2.22252 -2.11579 -0.09
C 1.45975 0.51922 -3.90489 -0.03
H -4.59539 -2.95573 -1.16510 0.08
H -3.95556 -1.78992 0.01917 0.06
H -3.05498 -3.25318 -0.35008 0.07
H -3.89133 -2.86101 -3.47550 0.11
H -3.37278 -2.70362 -5.76587 0.07
H -1.76762 -2.11444 -6.20345 0.08
H -3.14604 -1.01997 -6.23640 0.08
H -0.93927 -0.07911 -4.74664 0.09
H -1.83228 -0.57578 -0.54571 0.07
H -0.69417 3.17370 -3.21464 0.09
H -0.94813 1.99265 -4.50499 0.07
H 0.49765 3.01782 -4.51027 0.09
H 0.96929 2.80548 -1.38804 0.03
H 2.15325 2.91396 -2.68868 0.09
H 2.19386 1.53504 -1.58004 0.06
H 0.96782 0.15440 -4.80354 0.06
H 1.78252 -0.34326 -3.31801 0.09
H 2.34959 1.06922 -4.21734 0.08
O 0.81124 -1.21932 0.14771 -0.40
C 1.28580 -2.45101 0.51865 -0.62
C 2.69938 -2.63433 -0.03433 -0.51
C 3.51343 -1.64835 -0.50092 -0.13
C 4.77313 -2.13143 -0.95726 -0.18
C 4.88255 -3.48170 -0.83444 -0.42
S 3.45964 -4.16995 -0.17930 1.03
C 0.37842 -3.52491 -0.07494 -0.45
C -0.36278 -4.49503 0.52803 -0.11
C -1.12951 -5.26079 -0.39826 -0.20
C -0.95247 -4.84602 -1.68212 -0.42
S 0.13484 -3.53255 -1.77841 1.07
C 1.28234 -2.56770 2.04399 -0.46
C 0.22185 -2.24311 2.84069 -0.14
C 0.49223 -2.43950 4.22289 -0.19
C 1.75498 -2.90058 4.44784 -0.43
S 2.61655 -3.10262 2.98495 1.03
H 3.19810 -0.61686 -0.53549 0.09
H 5.54756 -1.50182 -1.36989 0.10
H 5.71529 -4.11170 -1.09858 0.06
H -0.35962 -4.65884 1.59512 0.11
H -1.78835 -6.06880 -0.11561 0.10
H -1.41344 -5.23627 -2.57460 0.06
H -0.71459 -1.87363 2.44176 0.10
H -0.22228 -2.24604 5.01037 0.11
H 2.22476 -3.12823 5.39048 0.06
```

=====

No. 2
2 unconnected molecules or ions with the total composition C4H4BrN3. Source: the OMol25 dataset; level of theory: wB97M-V/def2-TZVPD.

energy above the lowest of the compared OMol25 structures with the same formula, charge and spin: 10.3 kcal/mol
M: 174.001 g/mol
gap between HOMO and LUMO: 9.5 eV
electronic energy: -78722.803 eV
lowest unoccupied orbital energy: -0.0397 Ha
HOMO level: -10.589 eV
structure (SMILES): N#CC1=NN=CC1.Br

Structure (XYZ):
```
12
Properties=species:S:1:pos:R:3:lowdin_charge:R:1
N -0.14138 0.79997 2.92886 0.17
C -0.42241 0.27920 1.93431 -0.18
C -1.07194 -0.35161 0.90953 -0.30
N -2.27735 -0.83600 0.95596 0.12
N -2.58870 -1.32387 -0.32509 0.03
C -1.62252 -1.20183 -1.12520 -0.15
C -0.43539 -0.47672 -0.50304 -0.07
H -1.43202 -1.53419 -2.12722 0.11
H 0.34176 -1.30003 -0.51015 0.15
H -0.11208 0.51923 -0.99725 0.16
Br 2.94387 0.98544 2.05029 0.23
H 1.61964 1.19654 2.74493 -0.27
```

=====

No. 3
2 unconnected molecules or ions with the total composition C5H14S. Source: the OMol25 dataset; level of theory: wB97M-V/def2-TZVPD.

energy above the lowest of the compared OMol25 structures with the same formula, charge and spin: 50.2 kcal/mol
M: 106.234 g/mol
gap between HOMO and LUMO: 9.5 eV
electronic energy: -16245.124 eV
lowest unoccupied orbital energy: 0.0358 Ha
HOMO level: -8.522 eV
structure (SMILES): CCC.CSC

Structure (XYZ):
```
20
Properties=species:S:1:pos:R:3:lowdin_charge:R:1
C -1.07980 -0.47032 -0.02353 -0.13
C -1.79011 -1.49693 -0.97921 -0.39
C -1.46317 -2.88083 -0.66417 -0.18
H -0.98134 -0.94919 0.92519 0.04
H -1.69442 0.52034 0.09608 0.11
H -0.15940 -0.48638 -0.63724 0.07
H -2.91691 -1.49629 -1.02546 0.10
H -1.55537 -1.20616 -2.13266 0.14
H -2.27401 -3.61245 -1.01053 0.10
H -0.51331 -3.25212 -1.08237 0.07
H -1.24240 -2.88849 0.44798 0.08
C 2.13922 0.76159 1.51537 -0.41
S 2.14577 2.61112 1.61400 0.66
C 1.38045 3.16197 -0.20472 -0.27
H 1.16463 0.53863 0.97461 0.02
H 3.07001 0.54006 1.10100 -0.01
H 1.95492 0.49634 2.53126 0.00
H 1.01007 4.16356 0.05602 0.01
H 0.61338 2.59392 -0.64871 0.00
H 2.19177 3.35166 -0.85292 -0.01
```

=====

No. 4
A molecular structure, ClMg. Source: the OMol25 dataset; level of theory: wB97M-V/def2-TZVPD.

energy above the lowest of the compared OMol25 structures with the same formula, charge and spin: 0.9 kcal/mol
M: 59.758 g/mol
gap between HOMO and LUMO: 7.8 eV
electronic energy: -17960.057 eV
lowest unoccupied orbital energy: -0.3013 Ha
HOMO level: -15.995 eV
net charge: +1

Structure (XYZ):
```
2
Properties=species:S:1:pos:R:3:lowdin_charge:R:1
Mg 15.19175 50.50125 -12.54460 1.07
Cl 14.62059 49.74964 -14.51687 -0.07
```

=====

No. 5
C4H8O2 in the gas phase. Source: the OMol25 dataset; level of theory: wB97M-V/def2-TZVPD.

energy above the lowest of the compared OMol25 structures with the same formula, charge and spin: 61.2 kcal/mol
M: 88.106 g/mol
gap between HOMO and LUMO: 10.5 eV
electronic energy: -8370.626 eV
lowest unoccupied orbital energy: 0.0311 Ha
HOMO level: -9.640 eV
structure (SMILES): C[C@@]1(O)C[C@H]1O

Structure (XYZ):
```
14
Properties=species:S:1:pos:R:3:lowdin_charge:R:1
C 0.48749 -0.64021 -1.26222 0.01
C -0.32611 -0.44057 0.14258 -0.42
O -1.56351 -1.08989 0.39174 0.00
C 0.39390 0.06495 1.39840 -0.01
C -0.30168 1.01472 0.47184 -0.33
O 0.49093 1.78088 -0.37846 -0.05
H 1.27642 -1.38495 -1.16575 0.06
H 1.04232 0.20530 -1.74350 0.08
H -0.23608 -0.91742 -2.03554 0.07
H -1.44920 -1.99626 0.72255 0.11
H -0.08490 0.00205 2.38344 0.11
H 1.47518 0.01029 1.44858 0.11
H -1.19150 1.52926 0.82676 0.15
H -0.01326 1.86184 -1.20041 0.10
```

=====

No. 6
2 unconnected molecules or ions with the total composition C5H11NO. Source: the OMol25 dataset; level of theory: wB97M-V/def2-TZVPD.

energy above the lowest of the compared OMol25 structures with the same formula, charge and spin: 71.1 kcal/mol
M: 101.149 g/mol
gap between HOMO and LUMO: 8.7 eV
electronic energy: -8898.615 eV
lowest unoccupied orbital energy: 0.0336 Ha
HOMO level: -7.788 eV
structure (SMILES): C=C/C=C/NC.O

Structure (XYZ):
```
18
Properties=species:S:1:pos:R:3:lowdin_charge:R:1
C 1.18951 -2.83653 -0.20297 0.03
C 1.07223 -1.57455 0.32694 -0.20
C 0.06689 -0.63071 -0.06089 -0.18
C -0.82929 0.04133 0.72160 -0.11
N -1.91785 0.84491 0.22560 -0.06
C -1.72852 1.29432 -1.18837 -0.10
H 1.84575 -3.47158 0.23695 0.01
H 0.59938 -3.00995 -1.11436 0.07
H 1.77363 -1.28187 1.10436 0.09
H 0.00825 -0.43785 -1.10261 0.07
H -0.83560 0.13051 1.76458 0.10
H -2.33721 1.48056 0.88064 0.10
H -0.84219 0.89617 -1.62642 0.04
H -2.61075 1.03538 -1.79254 0.08
H -1.61564 2.36839 -1.35295 0.08
O 1.72562 1.90781 1.25299 -0.10
H 1.79036 1.05043 0.70010 0.05
H 2.64545 2.19324 1.22738 0.03
```

=====

Which value of energy above the lowest of the compared OMol25 structures with the same formula, charge and spin does entry 6 give? 71.1 kcal/mol

=====

Which value of electronic energy does entry 2 give? -78722.803 eV

=====

What is the electronic energy in the third record? -16245.124 eV